Entry 1:
68
Properties=species:S:1:pos:R:3:mulliken_charge:R:1 method="wB97M-V/def2-TZVPD" homo_ev=-12.8 e_lumo_ev=-4.901 total_charge=+1 e_tot_ev=-113239.1443 homo_lumo_gap_ev=7.9
C 4.121 0.097 1.067 -0.364
C 3.672 1.201 0.501 -0.012
S 4.081 1.693 -1.144 0.215
Br 6.151 1.128 -1.409 -0.003
C 3.182 0.544 -2.207 -0.788
C 1.703 0.446 -1.777 -0.779
C 1.407 -0.767 -0.884 0.200
C -0.046 -1.251 -0.912 -0.895
C -0.943 -0.495 0.073 -1.026
C -0.747 1.022 0.158 -0.204
C -1.897 1.691 0.905 -0.141
C -1.623 3.185 1.135 -1.301
H 3.664 -0.267 1.980 0.218
H 4.960 -0.466 0.673 0.175
H 3.046 1.925 1.012 0.323
H 3.269 0.991 -3.200 0.474
H 3.687 -0.424 -2.190 0.527
H 1.094 0.445 -2.682 0.590
H 1.446 1.363 -1.237 0.275
H 2.089 -1.574 -1.176 0.493
H 1.641 -0.516 0.152 -0.297
H -0.466 -1.260 -1.924 0.400
H -0.038 -2.298 -0.590 0.175
H -1.993 -0.650 -0.195 0.534
H -0.812 -0.917 1.074 0.255
H 0.216 1.246 0.639 0.056
H -0.721 1.439 -0.857 0.295
H -2.096 1.186 1.852 0.425
H -2.779 1.623 0.266 0.112
H -1.034 3.582 0.300 0.291
H -1.049 3.348 2.050 0.313
H -2.549 3.758 1.194 0.370
C 2.257 -2.678 3.462 -0.613
C 1.395 -1.503 3.395 0.444
N 0.718 -0.575 3.357 -0.448
H 1.662 -3.554 3.716 0.349
H 2.734 -2.859 2.498 0.094
H 3.018 -2.536 4.226 0.220
C 1.779 -5.135 -1.585 -0.737
C 2.567 -4.614 -0.474 0.463
N 3.171 -4.191 0.407 -0.492
H 1.532 -4.337 -2.281 0.045
H 2.338 -5.900 -2.120 0.411
H 0.859 -5.572 -1.203 0.291
C 0.760 -3.578 -6.029 -0.762
C 1.080 -4.784 -5.276 0.401
N 1.336 -5.734 -4.686 -0.395
H 0.242 -3.844 -6.948 0.300
H 0.115 -2.931 -5.436 0.229
H 1.675 -3.046 -6.281 0.262
C -5.709 4.150 -0.498 -0.763
C -5.351 2.766 -0.213 0.261
N -5.087 1.674 0.027 -0.436
H -6.352 4.199 -1.372 0.368
H -6.238 4.571 0.356 0.282
H -4.808 4.732 -0.686 0.266
C -5.860 8.215 -1.808 -0.768
C -6.615 7.048 -2.247 0.396
N -7.225 6.143 -2.601 -0.428
H -5.121 8.482 -2.561 0.269
H -6.536 9.055 -1.661 0.287
H -5.353 8.000 -0.869 0.265
C 1.256 -3.812 7.317 -0.793
C 2.603 -3.527 6.839 0.427
N 3.662 -3.297 6.460 -0.457
H 1.307 -4.440 8.204 0.322
H 0.749 -2.882 7.567 0.274
H 0.690 -4.334 6.547 0.261

---

Entry 2:
84
Properties=species:S:1:pos:R:3:mulliken_charge:R:1 method="wB97M-V/def2-TZVPD" homo_ev=-10.7 smiles="CCOC(=O)C(F)(F)F.CCOC(=O)C(F)(F)F.ClCCCl.ClCCCl.ClCCCl.ClCCCl.ClCCCl.ClCCCl.ClCCCl" e_lumo_ev=-0.094 e_above_lowest_kj_mol=239.6 e_tot_ev=-223239.3921 homo_lumo_gap_ev=10.6
C -0.728 -6.404 -1.563 -1.125
C 0.369 -7.327 -2.039 -0.271
O 1.263 -7.721 -1.067 -0.308
C 2.231 -6.955 -0.513 0.335
O 2.496 -5.817 -0.821 -0.530
C 2.996 -7.711 0.569 0.925
F 2.144 -8.184 1.456 -0.230
F 3.748 -8.724 0.010 -0.255
F 3.833 -6.882 1.196 -0.230
H -1.366 -6.778 -0.762 0.327
H -1.477 -6.468 -2.353 0.386
H -0.462 -5.365 -1.371 0.306
H 0.862 -6.896 -2.910 0.323
H 0.003 -8.262 -2.463 0.346
C -3.024 1.820 -5.157 -1.053
C -3.542 2.036 -6.627 -0.230
O -4.899 2.480 -6.521 -0.267
C -5.169 3.799 -6.334 0.406
O -4.307 4.656 -6.092 -0.559
C -6.666 4.145 -6.501 0.831
F -7.313 3.015 -6.742 -0.245
F -7.161 4.612 -5.361 -0.247
F -6.792 5.032 -7.433 -0.224
H -1.960 1.589 -5.219 0.351
H -3.506 0.984 -4.651 0.287
H -3.153 2.719 -4.555 0.321
H -3.418 1.089 -7.151 0.315
H -2.913 2.778 -7.119 0.313
Cl -8.023 2.095 0.027 -0.185
C -7.310 1.082 -1.235 -0.438
C -7.291 -0.417 -0.838 -0.357
Cl -8.861 -1.101 -0.981 -0.170
H -6.305 1.451 -1.440 0.266
H -7.902 1.265 -2.132 0.314
H -6.856 -0.584 0.147 0.327
H -6.701 -0.934 -1.594 0.244
Cl 7.544 -1.457 -4.283 -0.185
C 6.010 -1.089 -3.452 -0.360
C 5.404 0.022 -4.337 -0.446
Cl 4.607 -0.559 -5.802 -0.171
H 6.186 -0.795 -2.417 0.276
H 5.400 -1.991 -3.485 0.274
H 6.220 0.704 -4.577 0.321
H 4.697 0.628 -3.771 0.291
Cl 4.048 -0.579 6.736 -0.183
C 5.839 -0.378 6.990 -0.453
C 6.675 -1.548 6.383 -0.445
Cl 6.648 -1.559 4.633 -0.168
H 6.063 -0.257 8.050 0.315
H 6.284 0.545 6.618 0.333
H 6.343 -2.543 6.680 0.317
H 7.711 -1.384 6.679 0.284
Cl -1.030 -0.310 0.796 -0.195
C 0.605 -0.758 0.177 -0.415
C 1.717 0.160 0.685 -0.402
Cl 1.676 1.784 -0.025 -0.192
H 0.658 -0.785 -0.912 0.336
H 0.829 -1.740 0.595 0.259
H 2.622 -0.341 0.341 0.267
H 1.624 0.236 1.769 0.341
Cl -2.645 6.019 0.432 -0.174
C -2.960 7.110 -0.863 -0.324
C -1.679 7.402 -1.692 -0.448
Cl -0.651 8.726 -1.006 -0.199
H -3.384 8.029 -0.459 0.302
H -3.699 6.662 -1.528 0.244
H -1.917 7.756 -2.695 0.273
H -1.022 6.550 -1.867 0.328
Cl -1.529 -5.816 7.666 -0.188
C -0.276 -4.706 7.039 -0.405
C 0.428 -5.276 5.786 -0.426
Cl -0.642 -5.526 4.376 -0.185
H 0.410 -4.537 7.869 0.302
H -0.796 -3.775 6.815 0.299
H 0.842 -6.275 5.923 0.310
H 1.206 -4.571 5.494 0.292
Cl 1.213 7.303 6.495 -0.181
C 2.092 7.103 4.961 -0.358
C 3.156 5.950 5.004 -0.450
Cl 4.444 6.086 6.219 -0.187
H 2.508 8.048 4.612 0.318
H 1.279 6.760 4.321 0.243
H 3.684 5.900 4.051 0.305
H 2.719 4.958 5.118 0.310

---

Entry 3:
74
Properties=species:S:1:pos:R:3:mulliken_charge:R:1 method="wB97M-V/def2-TZVPD" homo_ev="-4.9 / -4.8" e_lumo_ev="1.795 / 2.255" total_charge=-1 e_above_lowest_kj_mol=11.1 e_tot_ev=-68441.4909 homo_lumo_gap_ev="6.7 / 7.1" spin_multiplicity=2
Ru 0.677 -1.382 -0.689 0.827
N 1.688 -1.874 -2.975 -0.276
C 2.928 -1.123 -3.128 -0.636
C 3.727 -1.173 -1.814 0.433
O 4.956 -1.255 -1.826 -0.770
N 2.945 -1.088 -0.744 0.383
C 3.543 -1.230 0.537 -0.765
C 2.761 -2.268 1.439 0.688
O 3.355 -2.658 2.434 -0.769
O 1.612 -2.585 1.061 -0.562
H 1.874 -2.874 -2.946 0.172
H 1.042 -1.680 -3.736 0.239
H 2.665 -0.084 -3.340 0.234
H 3.568 -1.508 -3.935 0.357
H 3.509 -0.293 1.107 0.016
H 4.589 -1.555 0.452 0.416
F -3.232 -4.997 -4.517 -0.288
C -3.350 -4.290 -3.361 0.693
F -4.409 -4.866 -2.731 -0.281
F -3.771 -3.083 -3.721 -0.235
C -2.109 -4.380 -2.532 -0.053
C -1.660 -5.666 -2.262 -0.560
C -0.569 -5.850 -1.426 -0.979
C 0.011 -4.729 -0.852 -0.275
N -0.380 -3.496 -1.130 -0.016
C -1.398 -3.282 -1.999 0.625
S -1.670 -1.651 -2.373 -0.387
H -2.171 -6.510 -2.704 0.420
H -0.201 -6.840 -1.207 0.414
H 0.817 -4.812 -0.134 0.504
O 0.375 0.799 -3.086 -0.626
H 0.537 0.711 -2.130 0.039
H -0.393 0.242 -3.259 0.266
C 0.007 2.571 3.784 -1.941
C 0.621 1.660 2.724 2.536
C 0.731 0.224 3.241 -1.749
C 2.044 2.131 2.420 -1.943
P -0.309 1.598 1.026 -0.630
N 0.197 0.424 0.155 0.372
C -2.203 1.383 1.353 2.284
C -2.806 0.838 0.060 -1.711
C -2.960 2.620 1.827 -1.925
C -2.329 0.258 2.381 -1.923
C 0.013 3.249 0.076 2.190
C -0.987 3.296 -1.080 -1.801
C 1.412 3.156 -0.540 -1.645
C -0.115 4.539 0.880 -1.957
H 0.673 2.615 4.647 0.525
H -0.954 2.197 4.127 0.254
H -0.128 3.583 3.412 0.290
H 1.603 0.120 3.888 0.539
H 0.859 -0.466 2.403 0.151
H -0.137 -0.081 3.815 0.248
H 2.693 1.930 3.274 0.646
H 2.088 3.199 2.222 0.271
H 2.433 1.584 1.563 0.261
H -2.908 1.588 -0.717 0.281
H -3.795 0.423 0.252 0.548
H -2.170 0.033 -0.318 0.147
H -3.010 3.379 1.051 0.276
H -2.505 3.057 2.713 0.281
H -3.985 2.338 2.078 0.518
H -1.661 -0.557 2.102 0.166
H -3.349 -0.130 2.385 0.639
H -2.102 0.591 3.390 0.256
H -0.992 2.352 -1.619 0.270
H -0.698 4.080 -1.781 0.649
H -1.992 3.524 -0.735 0.269
H 1.624 2.133 -0.850 0.196
H 2.189 3.473 0.148 0.336
H 1.472 3.794 -1.421 0.503
H -1.079 4.609 1.377 0.262
H -0.025 5.384 0.194 0.535
H 0.672 4.633 1.623 0.281

---

Entry 4:
74
Properties=species:S:1:pos:R:3:mulliken_charge:R:1 method="wB97M-V/def2-TZVPD" homo_ev="-9.1 / -10.3" e_lumo_ev="-5.258 / -5.258" total_charge=+1 e_tot_ev=-65786.3383 homo_lumo_gap_ev="3.9 / 5.0" spin_multiplicity=3
F 1.748 6.333 -5.545 -0.223
C 0.677 6.467 -4.816 0.617
F 0.860 5.863 -3.642 -0.156
F 0.431 7.764 -4.605 -0.244
C -0.544 5.819 -5.564 0.791
F -1.178 6.792 -6.311 -0.311
F -0.115 4.856 -6.384 -0.249
C -1.626 5.212 -4.612 0.637
F -1.801 5.995 -3.508 -0.333
F -1.291 3.975 -4.250 -0.250
C -3.038 5.088 -5.279 0.513
F -2.992 4.623 -6.498 -0.207
F -3.808 4.334 -4.534 -0.187
S -4.011 6.718 -5.377 -0.037
H -3.518 7.130 -6.558 0.322
H -3.208 7.494 -4.627 0.339
C -1.176 3.285 -0.848 -1.684
C 0.048 2.353 -1.020 2.040
C -0.324 1.069 -1.770 -1.277
C -1.143 0.081 -0.941 -0.850
C -0.434 -0.227 0.376 -1.074
C -0.108 1.032 1.183 1.648
N 0.645 1.982 0.302 0.500
O 1.900 1.716 0.231 -0.619
C -1.402 1.651 1.735 -1.937
C 0.767 0.697 2.382 -1.860
C 1.101 3.110 -1.819 -1.767
H -1.083 4.151 -1.504 0.240
H -2.119 2.789 -1.085 0.326
H -1.249 3.677 0.163 0.407
H 0.601 0.576 -2.086 0.526
H -0.861 1.347 -2.682 0.185
H -2.149 0.467 -0.756 0.297
H -1.270 -0.842 -1.509 0.449
H -1.053 -0.880 0.995 0.359
H 0.491 -0.773 0.166 0.430
H -1.198 2.610 2.212 0.348
H -1.811 0.982 2.492 0.443
H -2.176 1.794 0.986 0.394
H 1.673 0.165 2.101 0.337
H 0.199 0.065 3.065 0.427
H 1.057 1.602 2.916 0.564
H 1.433 4.001 -1.284 0.453
H 0.652 3.416 -2.764 0.302
H 1.973 2.501 -2.041 0.440
C 1.645 -6.578 1.829 -1.752
C 0.718 -6.068 2.956 1.910
C -0.566 -5.447 2.393 -1.660
C -0.357 -4.086 1.733 -0.407
C 0.354 -3.126 2.686 -0.321
C 1.668 -3.686 3.228 1.604
N 1.402 -5.041 3.811 0.493
O 0.942 -4.986 5.008 -0.619
C 2.725 -3.721 2.115 -1.966
C 2.208 -2.790 4.335 -1.736
C 0.355 -7.253 3.841 -1.966
H 1.616 -7.666 1.786 0.481
H 1.355 -6.206 0.846 0.318
H 2.681 -6.301 2.003 0.314
H -1.281 -5.332 3.212 0.425
H -1.004 -6.155 1.686 0.397
H 0.210 -4.191 0.803 0.299
H -1.328 -3.670 1.454 0.492
H 0.555 -2.179 2.185 -0.723
H -0.314 -2.902 3.526 0.611
H 3.629 -4.224 2.458 0.373
H 2.990 -2.695 1.855 0.434
H 2.387 -4.206 1.204 0.382
H 1.476 -2.634 5.123 0.424
H 2.470 -1.822 3.905 0.349
H 3.102 -3.223 4.783 0.451
H 1.244 -7.672 4.313 0.460
H -0.101 -8.020 3.214 0.475
H -0.350 -6.979 4.622 0.388

---

Entry 5:
76
Properties=species:S:1:pos:R:3:mulliken_charge:R:1 method="wB97M-V/def2-TZVPD" homo_ev=-8.8 smiles="CC[C@H](I)[C@@](S)(O[C@H](N)N=C=O)[C@H](COC)O[C@@H](F)CCCCO.C[C@@H]1COC(=O)O1.C[C@@H]1COC(=O)O1" e_lumo_ev=0.415 e_tot_ev=-70580.7499 homo_lumo_gap_ev=9.2
C 3.391 -1.308 1.917 -1.205
C 2.401 -0.405 1.018 0.454
C 3.108 0.493 -0.113 -1.159
I 4.634 -0.563 -1.285 0.051
C 3.623 1.952 0.431 0.746
S 5.110 1.663 1.549 -0.243
O 3.980 2.685 -0.794 -0.359
C 4.812 3.825 -0.502 -0.103
N 4.374 4.912 -1.468 -0.617
N 6.286 3.592 -0.830 -0.577
C 7.013 4.116 0.139 0.704
O 7.587 4.273 1.251 -0.474
C 2.425 2.781 1.157 -0.185
C 2.422 2.626 2.781 -0.556
O 3.231 3.714 3.292 -0.207
C 2.794 4.157 4.601 -0.720
O 1.095 2.415 0.625 -0.435
C 0.232 3.563 0.547 0.313
F 0.247 4.058 -0.811 -0.413
C -1.285 3.005 0.820 -0.339
C -2.339 3.436 -0.317 -0.318
C -3.894 3.269 0.129 -0.673
C -4.169 2.015 1.096 0.049
O -5.583 1.640 0.926 -0.563
H 3.005 -2.396 1.941 0.284
H 3.278 -0.926 3.013 0.249
H 4.504 -1.213 1.669 0.292
H 1.670 -1.116 0.459 0.436
H 1.730 0.208 1.732 -0.058
H 2.275 0.759 -0.881 0.530
H 4.733 0.961 2.685 0.163
H 4.657 4.280 0.546 0.466
H 5.159 5.175 -2.084 0.309
H 4.057 5.730 -0.903 0.266
H 2.502 3.929 0.974 0.275
H 2.725 1.582 3.145 0.220
H 1.309 2.777 3.097 0.419
H 1.686 4.450 4.646 0.281
H 3.392 5.123 4.850 0.224
H 3.080 3.390 5.413 0.277
H 0.425 4.366 1.344 0.266
H -1.671 3.394 1.839 0.312
H -1.236 1.855 0.865 0.060
H -2.225 4.544 -0.641 0.251
H -2.196 2.767 -1.238 0.235
H -4.217 4.226 0.691 0.224
H -4.587 3.130 -0.793 0.309
H -3.544 1.075 0.843 0.011
H -4.048 2.287 2.215 0.234
H -5.790 0.855 1.483 0.305
C -5.397 -2.613 -0.771 -1.454
C -4.119 -1.957 -1.247 0.579
C -3.175 -2.905 -1.924 -0.191
O -1.912 -2.291 -1.694 -0.334
C -2.034 -1.581 -0.537 0.600
O -1.113 -1.098 0.063 -0.556
O -3.339 -1.493 -0.149 -0.367
H -5.189 -3.383 -0.022 0.331
H -6.044 -1.875 -0.289 0.360
H -5.942 -3.065 -1.602 0.384
H -4.351 -1.097 -1.885 0.217
H -3.373 -2.997 -2.993 0.416
H -3.162 -3.902 -1.476 -0.053
C -0.355 -7.969 -2.604 -1.434
C -1.793 -7.661 -2.961 0.447
C -1.940 -6.537 -3.942 -0.450
O -3.234 -6.034 -3.634 -0.292
C -3.453 -6.312 -2.317 0.721
O -4.360 -5.859 -1.667 -0.548
O -2.509 -7.168 -1.832 -0.332
H 0.123 -7.112 -2.120 0.352
H -0.311 -8.795 -1.889 0.352
H 0.222 -8.243 -3.490 0.373
H -2.298 -8.569 -3.311 0.253
H -1.893 -6.878 -4.978 0.316
H -1.212 -5.732 -3.797 0.301

---

Entry 6:
64
Properties=species:S:1:pos:R:3:mulliken_charge:R:1 method="wB97M-V/def2-TZVPD" homo_ev=-11.3 smiles="C[NH+](C)CC(C)(C)CNC(=O)C1CCN(CCCc2ccccc2)CC1" e_lumo_ev=-1.958 total_charge=+1 e_above_lowest_kj_mol=0.0 e_tot_ev=-29944.3085 homo_lumo_gap_ev=9.3
C 3.653 2.802 1.290 -0.971
N 3.202 2.382 -0.043 0.678
C 4.220 2.728 -1.044 -1.005
C 1.865 2.921 -0.386 -2.125
C 0.706 1.908 -0.267 3.551
C 0.525 1.444 1.179 -1.485
C -0.562 2.655 -0.702 -1.790
C 0.937 0.706 -1.238 -2.156
N 1.174 -0.583 -0.624 0.428
C 2.315 -0.946 -0.063 0.100
O 3.275 -0.172 0.107 -0.842
C 2.433 -2.395 0.357 0.477
C 2.088 -3.341 -0.807 -1.105
C 0.653 -3.869 -0.708 -0.780
N -0.236 -2.851 -0.152 -0.078
C -1.634 -3.209 -0.393 -1.329
C -2.649 -2.165 0.067 -0.466
C -2.450 -0.810 -0.616 1.508
C -3.542 0.154 -0.241 -0.256
C -3.520 0.799 0.990 0.161
C -4.532 1.671 1.349 -0.831
C -5.583 1.909 0.480 -0.454
C -5.616 1.269 -0.747 -0.679
C -4.602 0.397 -1.104 -0.308
C 0.052 -2.677 1.274 -0.536
C 1.558 -2.732 1.572 -1.294
H 4.569 2.272 1.546 0.355
H 3.847 3.874 1.306 0.431
H 2.899 2.566 2.036 0.303
H 3.158 1.262 -0.022 0.356
H 5.167 2.269 -0.769 0.384
H 4.352 3.808 -1.100 0.401
H 3.931 2.352 -2.023 0.355
H 1.889 3.285 -1.415 0.370
H 1.654 3.779 0.257 0.393
H 0.357 2.302 1.826 0.533
H 1.381 0.886 1.550 0.381
H -0.350 0.804 1.253 -0.401
H -0.720 3.534 -0.082 0.492
H -0.487 2.978 -1.737 0.484
H -1.438 2.021 -0.604 0.301
H 0.053 0.589 -1.864 0.494
H 1.779 0.931 -1.902 0.440
H 0.449 -1.332 -0.659 0.188
H 3.480 -2.531 0.646 0.682
H 2.229 -2.820 -1.755 0.378
H 2.771 -4.190 -0.799 0.391
H 0.301 -4.137 -1.706 0.468
H 0.624 -4.781 -0.094 0.443
H -1.871 -4.167 0.096 0.302
H -1.745 -3.348 -1.472 0.507
H -2.612 -2.041 1.150 0.334
H -3.642 -2.544 -0.180 0.456
H -2.440 -0.953 -1.699 0.691
H -1.484 -0.405 -0.312 -1.708
H -2.708 0.613 1.680 0.230
H -4.502 2.163 2.310 0.412
H -6.373 2.588 0.759 0.405
H -6.434 1.447 -1.428 0.401
H -4.634 -0.101 -2.062 0.406
H -0.354 -1.711 1.585 0.062
H -0.452 -3.454 1.868 0.596
H 1.832 -3.740 1.887 0.409
H 1.791 -2.062 2.400 0.460